# 1
The following is a DFT calculation (ωB97M-V with the def2-TZVPD basis set) of a 11-piece molecular cluster, C49H117N16O20P5 overall in a non-equilibrium geometry.

Cartesian coordinates (Å):
C -0.8245 -7.6942 -24.6698
N -1.8193 -6.7358 -25.1324
C -2.0600 -6.8873 -26.5686
P -2.9528 -6.1651 -23.9850
O -2.3263 -6.0932 -22.6221
N -3.4759 -4.6897 -24.6773
C -2.4193 -3.8073 -25.1546
C -4.7288 -4.0511 -24.2809
N -4.3089 -7.2316 -24.1502
C -5.0439 -7.3623 -25.3858
C -4.3369 -8.4386 -23.3506
H -0.1839 -7.3595 -23.8509
H -0.2079 -8.0324 -25.4997
H -1.2934 -8.5300 -24.1407
H -2.5027 -7.8642 -26.7669
H -1.0764 -6.8480 -27.0386
H -2.6305 -6.0584 -26.9853
H -2.6245 -3.7808 -26.2273
H -2.4462 -2.8126 -24.7102
H -1.4211 -4.2197 -25.0172
H -5.5600 -4.7406 -24.4317
H -4.6743 -3.8187 -23.2145
H -4.9842 -3.1289 -24.8021
H -4.4919 -8.0304 -26.0523
H -6.0353 -7.7849 -25.2268
H -5.0552 -6.4089 -25.9141
H -3.9114 -9.3023 -23.8734
H -5.3146 -8.8034 -23.0320
H -3.6954 -8.3746 -22.4708
C -2.2068 4.0590 -22.8183
N -2.3202 2.5969 -22.8065
C -1.1197 1.8201 -22.9147
P -3.8610 1.8970 -23.0017
O -5.0757 2.6970 -22.7935
N -3.8603 1.1986 -24.5099
C -3.0946 0.0164 -24.8619
C -4.1192 2.0264 -25.6847
N -3.7689 0.5970 -21.8903
C -3.3427 0.7532 -20.5062
C -4.7663 -0.4941 -21.9775
H -1.5646 4.4589 -23.6036
H -1.8319 4.4569 -21.8705
H -3.1914 4.5271 -22.8043
H -0.4793 1.9653 -22.0416
H -0.5371 2.0722 -23.8045
H -1.3464 0.7560 -22.9715
H -2.0876 0.2027 -25.2436
H -2.9801 -0.6667 -24.0187
H -3.6115 -0.6095 -25.5925
H -3.9816 1.5125 -26.6343
H -5.1056 2.4931 -25.7171
H -3.5063 2.9328 -25.7073
H -3.0774 1.7949 -20.3181
H -4.1364 0.5312 -19.7914
H -2.4746 0.1126 -20.3476
H -4.5922 -1.4049 -21.4078
H -4.9145 -0.8373 -23.0040
H -5.7337 -0.0356 -21.7562
C -0.8598 -3.8046 -17.4862
N -1.4599 -3.8042 -16.1390
C -2.0589 -5.0781 -15.8224
P -0.5873 -2.9631 -14.9259
O 0.7595 -3.4777 -14.6784
N -0.6184 -1.2717 -15.3678
C -1.7909 -0.5250 -15.8869
C 0.4845 -0.4673 -14.9155
N -1.5789 -2.9009 -13.5251
C -3.0033 -2.5924 -13.5614
C -1.0038 -2.5680 -12.2116
H -0.6803 -2.7735 -17.7891
H -1.5043 -4.3155 -18.2013
H 0.0721 -4.3687 -17.4011
H -2.8742 -4.9601 -15.1055
H -1.4039 -5.8219 -15.3598
H -2.4617 -5.5223 -16.7324
H -2.4270 -1.1433 -16.5231
H -2.4049 -0.1658 -15.0587
H -1.5038 0.2741 -16.5717
H 1.4927 -0.8594 -15.0485
H 0.5006 0.4495 -15.5102
H 0.3852 -0.1348 -13.8780
H -3.2316 -1.5599 -13.2855
H -3.4675 -2.7345 -14.5376
H -3.5052 -3.2853 -12.8836
H -1.2236 -1.5276 -11.9634
H 0.0617 -2.7764 -12.3042
H -1.4469 -3.1933 -11.4349
C -5.8299 -0.1789 -16.2965
N -6.5050 0.9864 -15.7688
C -7.0795 1.8904 -16.7604
P -6.5193 1.3239 -14.0897
O -7.3992 2.4450 -13.6977
N -7.0295 -0.1245 -13.3738
C -6.1374 -1.2566 -13.3460
C -8.3083 -0.3480 -12.7028
N -4.8813 1.4990 -13.6063
C -4.0795 2.4476 -14.4426
C -4.4568 1.4921 -12.2123
H -5.6361 -0.1096 -17.3677
H -6.2989 -1.1248 -16.0203
H -4.7976 -0.2893 -15.9484
H -7.9829 1.5894 -17.2909
H -6.2845 2.1733 -17.4535
H -7.2862 2.7865 -16.1727
H -6.5498 -2.1861 -13.7425
H -5.2059 -1.0152 -13.8535
H -5.8055 -1.6264 -12.3693
H -8.1212 -0.7588 -11.7092
H -8.7965 0.6150 -12.5579
H -8.8921 -1.0371 -13.3147
H -4.4527 3.4702 -14.3940
H -3.0097 2.3784 -14.2445
H -4.1170 2.0327 -15.4516
H -4.8106 2.3754 -11.6760
H -3.3676 1.4527 -12.1806
H -4.7712 0.6300 -11.6224
C -10.3573 -1.0431 -19.3698
N -9.1621 -1.9248 -19.4254
C -7.8711 -1.2275 -19.3467
P -9.2250 -3.3481 -20.3955
O -8.0785 -4.2589 -20.2521
N -10.7495 -4.0344 -20.0215
C -11.1023 -4.2153 -18.6243
C -11.2210 -5.1070 -20.8867
N -9.4332 -2.8887 -22.0283
C -8.5322 -3.4412 -23.0643
C -10.5274 -2.1126 -22.5604
H -11.2451 -1.6716 -19.3788
H -10.2822 -0.2340 -20.1001
H -10.4359 -0.4493 -18.4553
H -7.6201 -0.7698 -20.3072
H -7.0729 -1.9449 -19.1571
H -7.9366 -0.4890 -18.5496
H -10.8399 -5.2282 -18.3114
H -10.5988 -3.5183 -17.9545
H -12.1657 -4.0410 -18.4483
H -10.5196 -5.9419 -20.9522
H -12.1993 -5.4316 -20.5353
H -11.3171 -4.7339 -21.9073
H -8.2623 -2.7346 -23.8520
H -7.5686 -3.6823 -22.6159
H -8.9486 -4.3166 -23.5665
H -11.1164 -2.7406 -23.2358
H -10.1772 -1.2729 -23.1634
H -11.2448 -1.7564 -21.8229
O -5.5700 -3.9005 -15.0620
C -6.4023 -4.7331 -14.6738
O -7.3115 -5.2838 -15.3978
C -8.2300 -6.0063 -14.6067
C -7.4841 -6.2166 -13.2478
O -6.4538 -5.2513 -13.4350
H -9.0772 -5.3866 -14.3148
H -8.5300 -6.9974 -14.9411
H -6.9839 -7.1761 -13.1277
H -8.0900 -5.8645 -12.4156
O -2.3296 -2.4851 -20.8751
C -1.1976 -2.5933 -21.3000
O -0.8927 -3.2076 -22.3769
C 0.5030 -2.9865 -22.7433
C 1.0363 -2.3759 -21.4434
O -0.1252 -2.1794 -20.6357
H 1.0464 -3.9154 -22.9136
H 0.6116 -2.3992 -23.6535
H 1.5110 -1.4172 -21.6500
H 1.7268 -3.0451 -20.9325
O -10.3781 -9.0036 -18.0198
C -9.2957 -8.5018 -18.2127
O -8.9289 -7.2812 -17.7983
C -7.5217 -7.1092 -18.0211
C -7.1294 -8.3255 -18.8177
O -8.2488 -9.1668 -18.6781
H -7.3408 -6.1346 -18.4715
H -6.8965 -7.2025 -17.1323
H -6.2113 -8.7439 -18.4082
H -7.0025 -8.1413 -19.8858
O -7.5749 -10.1629 -15.0889
C -6.4173 -9.8964 -15.1358
O -5.4299 -10.8145 -15.2201
C -4.1683 -10.1940 -15.2441
C -4.4804 -8.7532 -15.5677
O -5.8853 -8.6888 -15.2834
H -3.7220 -10.2522 -14.2497
H -3.5224 -10.6919 -15.9650
H -4.2491 -8.5596 -16.6159
H -3.8973 -8.0648 -14.9586
O 1.1513 -7.3964 -17.7591
C 0.6683 -7.1857 -18.8642
O 0.9592 -6.0896 -19.5502
C 0.2782 -6.1130 -20.7990
C -0.5555 -7.3679 -20.7615
O -0.1214 -8.0169 -19.5779
H -0.3215 -5.2063 -20.8699
H 1.0121 -6.1097 -21.6065
H -0.3224 -8.0270 -21.5958
H -1.5956 -7.0500 -20.7421
C -4.4151 -3.1012 -18.1045
C -5.0376 -3.8446 -19.3057
C -4.1500 -4.8836 -20.0341
C -3.9324 -6.1363 -19.3638
N -3.6962 -7.1626 -18.8602
H -3.6319 -2.4233 -18.4514
H -3.8672 -3.8485 -17.5272
H -5.0624 -2.5372 -17.4362
H -5.3299 -3.0882 -20.0339
H -5.9278 -4.3851 -18.9845
H -3.1807 -4.4732 -20.3213
H -4.6109 -5.0809 -21.0039

F_max, eV/Å: 4.15
Highest occupied orbital energy, eV: -7.74
SMILES: CN(C)P(=O)(N(C)C)N(C)C.CN(C)P(=O)(N(C)C)N(C)C.CN(C)P(=O)(N(C)C)N(C)C.CN(C)P(=O)(N(C)C)N(C)C.CN(C)P(=O)(N(C)C)N(C)C.O=C1OCCO1.O=C1OCCO1.O=C1OCCO1.O=C1OCCO1.O=C1OCCO1.CCCC#N
Energy, eV: -163951.853

---

# 2
The following is a DFT calculation (ωB97M-V with the def2-TZVPD basis set) of a 9-piece molecular cluster, C49H118N8O9 overall in a non-equilibrium geometry.

Cartesian coordinates (Å):
C 3.7456 1.2908 -2.4965
C 3.9216 2.5832 -1.5395
C 3.8210 3.7971 -2.5393
C 2.7133 2.5383 -0.6026
C 2.7371 3.4598 0.5967
C 4.0247 3.2087 1.3574
C 5.3371 3.2357 0.4747
C 5.7112 4.6959 0.1047
C 6.5135 2.7561 1.3828
N 5.1224 2.4060 -0.7458
O 6.2880 2.0696 -1.4429
H 3.8085 0.3790 -1.9025
H 2.8202 1.2130 -3.0672
H 4.4440 1.1523 -3.3218
H 3.7279 4.7334 -1.9891
H 4.7618 3.8693 -3.0851
H 3.0335 3.5416 -3.2482
H 1.7893 2.7405 -1.1443
H 2.7084 1.5308 -0.1865
H 2.7872 4.4815 0.2203
H 1.8411 3.3503 1.2078
H 3.9990 2.2617 1.8966
H 4.0221 3.8965 2.2030
H 6.4761 4.7107 -0.6718
H 5.9138 5.3082 0.9834
H 4.7908 5.1661 -0.2416
H 6.4150 1.6819 1.5388
H 6.5112 3.2685 2.3448
H 7.4719 2.8319 0.8690
H 6.4184 1.1328 -1.2787
C 2.2539 -1.1419 -5.6581
C 1.3685 -1.9784 -4.6323
C 2.2477 -2.2161 -3.3761
C 0.1523 -1.0862 -4.3202
C -0.9539 -1.8726 -3.5728
C -1.2254 -3.1949 -4.2175
C -0.0349 -4.1336 -4.5996
C 0.4993 -4.8901 -3.3821
C -0.5288 -5.1415 -5.6055
N 0.9358 -3.2328 -5.2488
O 2.0503 -3.9831 -5.6289
H 2.4467 -0.1698 -5.2044
H 3.2239 -1.6251 -5.7750
H 1.7230 -1.0717 -6.6075
H 1.6416 -2.1468 -2.4729
H 2.7581 -3.1781 -3.4218
H 2.9652 -1.3987 -3.3048
H 0.5670 -0.2540 -3.7514
H -0.3133 -0.6208 -5.1889
H -0.5254 -1.9812 -2.5765
H -1.8528 -1.2951 -3.3570
H -1.8287 -3.0085 -5.1060
H -1.8637 -3.6993 -3.4922
H -0.0243 -5.8190 -3.1561
H 0.6237 -4.2837 -2.4849
H 1.4731 -5.2405 -3.7241
H 0.1185 -6.0185 -5.5940
H -0.4298 -4.8457 -6.6499
H -1.5632 -5.3978 -5.3764
H 2.4601 -4.3011 -4.8211
C 0.6579 -1.6070 7.3620
C 0.0864 -0.4161 6.5426
C -1.4088 -0.6204 6.1604
C 0.0075 0.7727 7.5989
C 1.3723 1.4812 7.8324
C 2.0141 1.8660 6.5505
C 2.1230 0.6599 5.5178
C 2.5058 1.3643 4.1627
C 3.3612 -0.1760 5.8326
N 0.8614 -0.0516 5.2871
O 0.9021 -1.1269 4.3762
H 0.0699 -1.7881 8.2617
H 0.5820 -2.4917 6.7299
H 1.6579 -1.3663 7.7229
H -1.6808 0.1002 5.3893
H -1.6251 -1.5397 5.6161
H -2.0921 -0.5878 7.0090
H -0.7449 1.4746 7.2394
H -0.2688 0.3438 8.5622
H 1.2054 2.4396 8.3240
H 2.0577 0.8727 8.4223
H 2.9989 2.2717 6.7821
H 1.3794 2.6650 6.1672
H 2.6368 0.6051 3.3916
H 3.5051 1.7988 4.1886
H 1.7690 2.1240 3.9018
H 4.2523 0.4276 6.0052
H 3.4855 -0.9170 5.0430
H 3.2686 -0.6685 6.8006
H 0.3876 -0.7432 3.6622
C 0.2572 -5.3806 3.0817
O 1.3849 -5.0568 2.2912
C 2.4481 -4.6411 3.1201
C 3.6661 -4.4123 2.2451
C 4.7615 -3.5775 2.9774
N 3.2084 -3.4662 1.1649
H 0.4518 -6.2349 3.7302
H -0.6288 -5.5003 2.4581
H -0.0640 -4.5220 3.6714
H 2.1397 -3.7627 3.6870
H 2.6580 -5.3230 3.9442
H 4.0125 -5.2766 1.6785
H 5.5405 -3.2894 2.2714
H 5.3300 -3.9932 3.8093
H 4.4132 -2.5879 3.2731
H 2.6711 -2.6980 1.5408
H 2.4540 -3.9411 0.6901
C -1.1568 1.4944 -2.1827
O -0.3124 0.8746 -1.1681
C -0.8223 0.7587 0.1153
C 0.0690 0.0315 1.0926
C 0.6283 -1.3245 0.6295
N -0.7542 -0.3657 2.2075
H -1.4933 2.4590 -1.8027
H -2.0596 0.9215 -2.3944
H -0.5825 1.6939 -3.0873
H -0.9493 1.7991 0.4146
H -1.7823 0.2431 0.0890
H 0.8970 0.6444 1.4486
H -0.1020 -1.8095 -0.0182
H 0.8166 -1.9581 1.4962
H 1.4748 -1.1087 -0.0223
H -1.3363 0.4483 2.3448
H -1.4236 -1.0846 1.9726
C -1.6816 3.1256 3.6858
O -2.6478 2.3338 3.0222
C -3.9489 2.4836 3.6253
C -4.9218 1.7126 2.6741
C -4.8816 2.2734 1.2860
N -6.2515 1.7591 3.1523
H -1.3831 2.8595 4.6998
H -1.9126 4.1828 3.8164
H -0.7550 3.1532 3.1124
H -4.0725 2.2573 4.6844
H -4.2282 3.5238 3.4583
H -4.6182 0.6695 2.5858
H -5.6666 1.9064 0.6248
H -3.8723 2.2436 0.8755
H -5.1891 3.3191 1.2795
H -6.9753 1.4668 2.5114
H -6.3011 1.2042 3.9948
C -2.0834 2.1167 -7.6480
O -1.8232 3.1649 -6.7619
C -3.0430 3.7880 -6.2168
C -2.7673 5.0182 -5.2611
C -1.8074 4.7050 -4.0594
N -3.9790 5.5947 -4.7644
H -2.3368 1.2194 -7.0835
H -1.1113 1.8453 -8.0596
H -2.8238 2.3408 -8.4159
H -3.5224 4.1831 -7.1125
H -3.7480 3.0771 -5.7858
H -2.3194 5.8570 -5.7939
H -2.2555 3.8937 -3.4856
H -1.7269 5.6318 -3.4913
H -0.8284 4.4239 -4.4476
H -4.3334 6.0501 -5.5933
H -3.8990 6.3995 -4.1595
C -4.0252 -0.6454 -5.3577
O -4.2594 -1.0063 -3.9491
C -5.3481 -0.3357 -3.3416
C -5.5813 -0.7139 -1.8656
C -4.4677 -0.1456 -0.9712
N -5.4380 -2.1346 -1.7650
H -3.8421 0.4143 -5.5350
H -4.9404 -0.9984 -5.8329
H -3.2312 -1.2415 -5.8076
H -5.1294 0.7285 -3.4289
H -6.2635 -0.5554 -3.8909
H -6.5764 -0.4779 -1.4885
H -4.8859 -0.2809 0.0262
H -4.4236 0.9217 -1.1880
H -3.5092 -0.6589 -1.0485
H -6.0469 -2.5266 -2.4691
H -4.5456 -2.2598 -2.2212
C -3.2678 -4.6876 1.5546
C -2.5662 -3.5530 0.9144
O -2.4503 -2.6055 1.9123
H -3.2658 -5.5596 0.9006
H -4.3157 -4.4111 1.6707
H -3.0237 -5.0243 2.5621
H -3.2228 -3.0848 0.1810
H -1.5657 -3.7154 0.5134
H -3.2746 -2.5115 2.3953

F_max, eV/Å: 3.22
Energy relative to the best compared isomer or geometry (same formula, charge and spin), kcal per mole: 0.0
Highest occupied orbital energy, eV: -7.93
SMILES: CC1(C)CCCC(C)(C)N1O.CC1(C)CCCC(C)(C)N1O.CC1(C)CCCC(C)(C)N1O.COC[C@H](C)N.COC[C@H](C)N.COC[C@H](C)N.COC[C@H](C)N.COC[C@H](C)N.CCO
Energy, eV: -83065.285